a | The following is a quantum chemistry calculation of one molecule with the formula C5H13NO3S, from OMol25.

## Properties
Kohn-Sham gap	9.68	eV

The geometry in XYZ format:
```
23
Properties=species:S:1:pos:R:3:mulliken_charge:R:1
C -0.61 -2.67 -0.21 -1.15
C -0.64 2.44 0.09 -1.11
C 1.42 -0.07 1.30 -0.62
C -0.24 -1.43 -0.89 -0.38
C -0.35 1.18 -0.68 -0.88
N -0.67 -0.01 0.03 0.06
O -3.42 -0.76 0.98 -0.56
O -3.10 0.64 -0.89 -0.51
O -0.09 -0.01 1.29 -0.29
S -2.76 0.41 0.49 0.76
H -1.64 -2.64 0.23 0.25
H -0.80 -3.35 -1.04 0.38
H 0.00 -3.17 0.50 0.32
H -1.59 2.28 0.57 0.24
H -0.01 2.63 0.86 0.37
H -0.59 3.35 -0.45 0.42
H 1.78 -1.09 0.89 0.18
H 1.79 0.16 2.25 0.31
H 1.69 0.57 0.54 0.34
H -0.93 -1.16 -1.63 0.41
H 0.82 -1.30 -1.17 0.40
H 0.66 1.21 -0.98 0.64
H -0.95 1.33 -1.58 0.43
```

b | The following is a quantum chemistry calculation of one molecule with the formula C5H13NO3S, from OMol25.

## Properties
Kohn-Sham gap	9.41	eV
SMILES	CC[C@@H](N(C)C)S(=O)(=O)O

The geometry in XYZ format:
```
23
Properties=species:S:1:pos:R:3:mulliken_charge:R:1
C -0.88 2.55 -0.05 -0.94
C 0.41 1.71 0.02 -0.30
C 0.11 0.26 -0.41 -0.39
N 1.17 -0.65 -0.15 0.17
C 1.61 -0.85 1.15 -1.00
C 1.16 -1.80 -0.94 -1.04
S -1.69 -0.27 0.01 0.98
O -2.15 -0.04 1.36 -0.62
O -2.59 0.13 -1.09 -0.60
O -1.43 -1.89 -0.28 -0.44
H -1.71 1.83 0.32 0.30
H -0.92 3.26 0.75 0.35
H -1.09 3.10 -1.06 0.24
H 1.20 2.16 -0.73 0.25
H 0.85 1.79 0.99 0.39
H -0.03 0.38 -1.61 0.22
H 2.70 -0.79 1.34 0.22
H 1.07 -0.20 1.87 0.39
H 1.19 -1.84 1.49 0.35
H 0.70 -1.61 -1.98 0.33
H 2.03 -2.45 -0.72 0.41
H 0.34 -2.49 -0.60 0.40
H -2.04 -2.30 0.31 0.33
```

The calculated energies rank the structures as follows, beginning with the most stable: b, a.

a | The following is a quantum chemistry calculation of one molecule with the formula CH5PS, from OMol25.

## Properties
Kohn-Sham gap	9.72	eV
SMILES	C[PH2]=S

The geometry in XYZ format:
```
8
Properties=species:S:1:pos:R:3:mulliken_charge:R:1
C 0.04 -0.69 0.13 -0.84
P -0.79 0.83 -0.43 0.14
S -2.60 0.60 -1.10 -0.38
H -0.64 -1.16 0.78 0.31
H 0.03 -1.40 -0.78 0.28
H 1.12 -0.80 0.61 0.31
H 0.30 1.29 -1.25 0.09
H -0.81 1.89 0.73 0.10
```

b | The following is a quantum chemistry calculation of a 2-piece molecular cluster, CH5PS overall, from OMol25.

## Properties
Kohn-Sham gap (spin up / spin down)	8.61 / 6.81	eV

The geometry in XYZ format:
```
8
Properties=species:S:1:pos:R:3:mulliken_charge:R:1
C -0.23 0.57 0.65 -0.83
P 1.84 -1.43 -0.63 -0.05
S -1.73 0.56 -0.16 -0.14
H 0.16 -0.21 1.26 0.46
H 0.37 1.49 0.57 0.35
H 0.88 -0.57 -1.30 0.03
H 0.77 -2.34 -0.51 0.04
H -2.07 1.93 0.13 0.14
```

The calculated energies rank the structures as follows, beginning with the most stable: a, b.

a | The following is a quantum chemistry calculation of one molecule with the formula CH4P2S, from OMol25.

## Properties
Kohn-Sham gap	8.06	eV
SMILES	[PH2]#[PH]C=S

The geometry in XYZ format:
```
8
Properties=species:S:1:pos:R:3:mulliken_charge:R:1
P 1.38 0.15 0.60 -0.09
P -0.11 1.57 -0.08 0.03
C -1.48 0.20 -0.45 -0.31
S -2.82 -0.01 0.41 -0.19
H 0.56 -0.97 0.73 0.07
H 1.76 -0.22 -0.69 0.06
H -0.58 1.85 1.21 0.07
H -1.26 -0.38 -1.34 0.37
```

b | The following is a quantum chemistry calculation of one molecule with the formula CH4P2S, from OMol25.

## Properties
Kohn-Sham gap	6.70	eV
SMILES	P=[PH2]C=S

The geometry in XYZ format:
```
8
Properties=species:S:1:pos:R:3:mulliken_charge:R:1
P -1.45 -1.52 0.11 -0.13
P -0.51 0.30 -0.23 0.01
C 1.05 0.28 0.60 -0.23
S 2.45 0.48 -0.18 -0.17
H -1.23 -1.97 -1.16 -0.02
H -0.08 1.03 -1.27 0.11
H -1.16 1.46 0.48 0.11
H 0.94 -0.07 1.65 0.31
```

c | The following is a quantum chemistry calculation of CH4P2S as an isolated structure, from OMol25.

## Properties
Kohn-Sham gap	7.69	eV

The geometry in XYZ format:
```
8
Properties=species:S:1:pos:R:3:mulliken_charge:R:1
C -0.60 0.40 -0.30 0.00
P 0.93 -1.26 -1.01 -0.02
P -0.19 0.84 1.38 -0.03
S -1.76 0.88 -1.27 -0.19
H 0.84 -1.83 0.26 0.05
H -0.12 -2.05 -1.48 0.07
H 1.19 0.80 1.20 0.06
H -0.29 2.22 1.23 0.06
```

The calculated energies rank the structures as follows, beginning with the most stable: a, c, b.

a | The following is a quantum chemistry calculation of one molecule with the formula C2H3ClNOP, from OMol25.

## Properties
Kohn-Sham gap (spin up / spin down)	9.00 / 7.50	eV

The geometry in XYZ format:
```
9
Properties=species:S:1:pos:R:3:mulliken_charge:R:1
C 0.30 1.15 -0.28 0.13
C 0.56 -0.26 0.14 -0.40
N 1.14 2.05 -0.28 -0.47
O 1.85 -0.66 0.17 -0.25
P 3.14 0.11 0.94 0.20
Cl 4.42 0.00 -0.57 -0.15
H -0.70 1.58 -0.47 0.36
H 0.05 -0.43 1.07 0.28
H 0.11 -0.95 -0.56 0.29
```

b | The following is a quantum chemistry calculation of a 2-piece molecular cluster, C2H3ClNOP overall, from OMol25.

## Properties
Kohn-Sham gap (spin up / spin down)	8.37 / 8.43	eV

The geometry in XYZ format:
```
9
Properties=species:S:1:pos:R:3:mulliken_charge:R:1
C 2.77 0.83 -0.75 0.26
C 0.13 0.11 -0.02 -0.93
N 3.47 0.90 -1.65 -0.30
O 2.72 -1.04 2.21 -0.34
P 1.74 0.64 0.68 0.51
Cl 1.52 2.49 1.34 -0.19
H 0.23 -0.94 -0.31 0.31
H -0.64 0.19 0.75 0.31
H -0.14 0.72 -0.88 0.35
```

The calculated energies rank the structures as follows, beginning with the most stable: a, b.

a | The following is a quantum chemistry calculation of a 2-piece molecular cluster, C4H6F2O overall, from OMol25.

## Properties
Kohn-Sham gap (spin up / spin down)	8.89 / 9.39	eV

The geometry in XYZ format:
```
13
Properties=species:S:1:pos:R:3:mulliken_charge:R:1
C 0.22 -1.16 2.53 -0.42
C 1.03 -1.62 1.64 -0.34
C -0.34 1.04 -2.18 -0.69
C 0.94 -0.15 -0.63 0.55
O -0.22 0.41 -0.88 -0.32
F 2.00 0.69 -0.47 -0.25
F 1.35 -1.10 -1.51 -0.25
H 0.09 -1.61 3.51 0.26
H -0.39 -0.28 2.36 0.26
H 1.73 -2.37 1.37 0.36
H -0.17 0.30 -2.97 0.30
H 0.40 1.84 -2.27 0.31
H -1.34 1.43 -2.23 0.22
```

b | The following is a quantum chemistry calculation of a 2-piece molecular cluster, C4H6F2O overall, from OMol25.

## Properties
Kohn-Sham gap (spin up / spin down)	7.67 / 7.68	eV

The geometry in XYZ format:
```
13
Properties=species:S:1:pos:R:3:mulliken_charge:R:1
C -2.61 0.56 0.15 -0.55
C -2.40 -0.68 0.00 -0.04
C 2.31 -0.33 0.10 -1.20
C 0.74 -0.14 -0.08 0.90
O 0.02 -1.16 0.05 -0.67
F 0.57 0.42 -1.40 -0.34
F 0.40 0.99 0.64 -0.30
H -3.60 0.85 0.20 0.32
H -1.92 1.54 0.19 0.27
H -1.39 -1.32 -0.08 0.61
H 2.67 -0.90 -0.71 0.37
H 2.47 -0.57 1.12 0.35
H 2.74 0.73 -0.16 0.28
```

c | The following is a quantum chemistry calculation of one molecule with the formula C4H6F2O, from OMol25.

## Properties
Kohn-Sham gap	9.48	eV
SMILES	OC/C(=C/F)CF

The geometry in XYZ format:
```
13
Properties=species:S:1:pos:R:3:mulliken_charge:R:1
O -2.06 0.79 -0.08 -0.56
C -1.20 -0.35 0.14 -0.32
C 0.19 0.12 -0.10 0.26
C 0.67 1.41 0.03 -0.17
F 1.95 1.81 -0.02 -0.22
C 1.26 -1.04 -0.10 -0.33
F 2.51 -0.35 -0.02 -0.29
H -3.08 0.54 -0.51 0.33
H -1.00 -0.72 1.30 0.18
H -1.38 -1.18 -0.50 0.33
H -0.02 2.37 0.13 0.26
H 1.17 -1.83 0.74 0.26
H 0.98 -1.59 -1.01 0.27
```

The calculated energies rank the structures as follows, beginning with the most stable: c, a, b.